<A>
This record from the Open Molecules 2025 dataset describes C28H37BrFGeO5S5TeY as an isolated structure. The level of theory is ωB97M-V/def2-TZVPD.

Its total charge is -2. As for the LUMO energy: 3.86 eV. The frontier orbital gap is 5.889 eV. The multiplicity is 1. The molar mass is 1001.95 g mol⁻¹.

Atoms and positions in Å:
1 Y -1.03 0.52 -0.57
2 C -4.68 -4.87 -5.85
3 C -3.43 -3.99 -6.02
4 C -2.25 -4.89 -6.35
5 C -3.65 -3.04 -7.21
6 C -3.19 -3.17 -4.75
7 C -2.02 -3.25 -4.01
8 C -1.87 -2.46 -2.88
9 Br -0.26 -2.58 -1.88
10 C -2.84 -1.55 -2.42
11 O -2.63 -0.84 -1.35
12 C -4.05 -1.48 -3.17
13 C -4.17 -2.28 -4.30
14 C -5.15 -0.51 -2.75
15 C -5.60 -0.79 -1.31
16 C -4.64 0.93 -2.88
17 C -6.39 -0.64 -3.65
18 H -4.86 -5.45 -6.75
19 H -5.56 -4.27 -5.64
20 H -4.54 -5.56 -5.01
21 H -2.46 -5.46 -7.26
22 H -2.06 -5.61 -5.55
23 H -1.34 -4.32 -6.52
24 H -3.84 -3.61 -8.13
25 H -2.78 -2.41 -7.36
26 H -4.51 -2.38 -7.04
27 H -1.21 -3.91 -4.29
28 H -5.09 -2.21 -4.87
29 H -4.79 -0.66 -0.61
30 H -5.98 -1.82 -1.22
31 H -6.41 -0.11 -1.04
32 H -3.73 1.10 -2.30
33 H -5.41 1.63 -2.53
34 H -4.41 1.16 -3.92
35 H -6.82 -1.65 -3.61
36 H -6.18 -0.39 -4.69
37 H -7.15 0.06 -3.29
38 S -2.81 0.45 1.63
39 S -2.22 1.94 2.96
40 S -0.23 2.23 2.64
41 S -0.23 3.02 0.71
42 F -1.48 1.83 -2.10
43 C -0.05 -3.67 4.05
44 Te -0.94 -2.02 2.99
45 C -2.82 -2.39 3.91
46 H -0.55 -4.60 3.82
47 H -0.07 -3.49 5.13
48 H 0.99 -3.74 3.73
49 H -2.73 -2.29 4.99
50 H -3.18 -3.38 3.64
51 H -3.49 -1.63 3.51
52 O 2.99 -0.70 -0.49
53 S 1.92 0.23 -0.29
54 O 2.51 1.54 0.29
55 O 0.87 -0.23 0.65
56 O 1.18 0.65 -1.52
57 Ge 2.08 3.19 -0.54
58 C 2.88 4.40 0.76
59 C 2.24 5.59 1.11
60 C 2.82 6.48 2.00
61 C 4.06 6.19 2.56
62 C 4.70 5.00 2.23
63 C 4.12 4.12 1.33
64 C 3.42 2.95 -1.99
65 C 4.53 2.11 -1.90
66 C 5.46 2.04 -2.92
67 C 5.30 2.81 -4.07
68 C 4.20 3.65 -4.18
69 C 3.27 3.71 -3.14
70 H 1.00 3.88 -1.40
71 H 1.26 5.80 0.70
72 H 2.31 7.39 2.26
73 H 4.51 6.88 3.26
74 H 5.66 4.77 2.67
75 H 4.62 3.20 1.08
76 H 4.65 1.48 -1.02
77 H 6.31 1.37 -2.84
78 H 6.02 2.75 -4.87
79 H 4.05 4.24 -5.07
80 H 2.40 4.34 -3.25

These are the Löwdin partial charges, in e, on atoms 1 to 8: 1.133, -0.058, -0.564, -0.080, -0.056, -0.196, -0.097, -0.560

---

<B>
This record from the Open Molecules 2025 dataset describes C28H37BrFGeO5S5TeY as an isolated structure. The level of theory is ωB97M-V/def2-TZVPD.

Its total charge is -2. As for the LUMO energy: 3.83 eV. The frontier orbital gap is 5.842 eV. The multiplicity is 1. The molar mass is 1001.95 g mol⁻¹.

Atoms and positions in Å:
1 Y 0.61 -0.91 -0.32
2 C -3.69 4.14 -4.53
3 C -2.63 4.86 -3.69
4 C -1.56 5.42 -4.62
5 C -3.30 6.03 -2.97
6 C -2.00 3.87 -2.70
7 C -1.24 2.80 -3.18
8 C -0.72 1.88 -2.30
9 Br 0.39 0.50 -2.97
10 C -0.93 1.90 -0.90
11 O -0.53 0.91 -0.18
12 C -1.60 3.06 -0.40
13 C -2.13 3.96 -1.33
14 C -1.77 3.46 1.07
15 C -1.12 4.84 1.28
16 C -3.27 3.56 1.39
17 C -1.14 2.54 2.12
18 H -4.14 4.82 -5.25
19 H -4.48 3.73 -3.89
20 H -3.25 3.30 -5.07
21 H -1.99 6.18 -5.29
22 H -1.11 4.64 -5.25
23 H -0.75 5.88 -4.05
24 H -3.72 6.72 -3.71
25 H -2.59 6.58 -2.36
26 H -4.11 5.69 -2.33
27 H -1.04 2.68 -4.24
28 H -2.67 4.81 -0.92
29 H -1.54 5.59 0.61
30 H -0.05 4.78 1.09
31 H -1.28 5.17 2.31
32 H -3.77 4.31 0.77
33 H -3.41 3.84 2.44
34 H -3.76 2.60 1.22
35 H -0.08 2.39 1.96
36 H -1.61 1.56 2.14
37 H -1.29 3.01 3.10
38 S -1.92 -1.85 -0.90
39 S -1.54 -2.72 -2.74
40 S 0.07 -3.97 -2.58
41 S 1.74 -2.71 -2.46
42 F 0.88 -2.92 0.32
43 C -2.79 -1.96 3.22
44 Te -0.83 -1.51 2.60
45 C -0.33 -0.28 4.25
46 H -2.76 -2.72 4.00
47 H -3.33 -2.34 2.35
48 H -3.28 -1.06 3.58
49 H -1.14 0.42 4.43
50 H 0.57 0.26 3.96
51 H -0.14 -0.90 5.12
52 O 2.23 1.40 0.30
53 S 2.80 0.15 0.79
54 O 2.82 -0.80 -0.44
55 O 1.75 -0.52 1.65
56 O 4.10 0.22 1.41
57 Ge 2.88 -3.38 -0.45
58 C 3.43 -3.19 1.41
59 C 4.77 -2.91 1.65
60 C 5.29 -2.91 2.94
61 C 4.46 -3.20 4.02
62 C 3.11 -3.47 3.79
63 C 2.60 -3.47 2.50
64 C 2.44 -5.28 -0.60
65 C 1.43 -5.89 0.16
66 C 1.14 -7.24 0.02
67 C 1.85 -8.02 -0.89
68 C 2.85 -7.43 -1.65
69 C 3.13 -6.08 -1.51
70 H 4.23 -3.25 -1.20
71 H 5.42 -2.66 0.82
72 H 6.33 -2.67 3.11
73 H 4.85 -3.19 5.03
74 H 2.45 -3.68 4.63
75 H 1.55 -3.64 2.34
76 H 0.85 -5.28 0.84
77 H 0.35 -7.68 0.61
78 H 1.62 -9.07 -1.00
79 H 3.40 -8.03 -2.37
80 H 3.91 -5.64 -2.13

These are the Löwdin partial charges, in e, on atoms 1 to 8: 0.859, -0.056, -0.565, -0.062, -0.078, -0.195, -0.100, -0.521

---

Here are the energies relative to the best structure, in kJ/mol: <A> 0.0; <B> 92.7.

---

<A>
This record from the Open Molecules 2025 dataset describes the molecule C19H26O4S. The level of theory is ωB97M-V/def2-TZVPD.

As for the LUMO energy: 0.73 eV. The frontier orbital gap is 9.143 eV. The multiplicity is 1. The molar mass is 350.48 g mol⁻¹.

Atoms and positions in Å:
1 C -1.35 3.99 -0.04
2 C -1.95 3.06 0.42
3 C -2.62 1.91 0.99
4 O -1.73 0.85 1.22
5 S -1.76 -0.43 0.16
6 O -2.91 -0.21 -0.67
7 O -2.27 -1.62 1.19
8 C -1.29 -2.32 1.91
9 C -1.72 -3.79 2.01
10 C -0.65 -4.63 2.70
11 C 0.68 -4.52 1.95
12 C 1.13 -3.07 1.88
13 C 0.07 -2.19 1.22
14 O 0.42 -0.83 1.33
15 C 0.99 -0.13 0.30
16 C 1.25 1.21 0.57
17 C 1.74 2.05 -0.41
18 C 1.99 1.58 -1.70
19 C 1.75 0.24 -1.95
20 C 1.26 -0.62 -0.97
21 H 1.11 -1.65 -1.23
22 H 1.94 -0.17 -2.93
23 C 2.46 2.49 -2.83
24 C 3.74 1.91 -3.46
25 H 3.56 0.94 -3.91
26 H 4.10 2.58 -4.24
27 H 4.52 1.81 -2.71
28 C 2.77 3.91 -2.36
29 H 1.88 4.39 -1.96
30 H 3.54 3.91 -1.59
31 H 3.12 4.50 -3.20
32 C 1.34 2.55 -3.88
33 H 0.43 2.93 -3.43
34 H 1.14 1.57 -4.29
35 H 1.63 3.21 -4.69
36 H 1.92 3.08 -0.15
37 H 1.04 1.58 1.56
38 H -0.08 -2.49 0.17
39 H 1.31 -2.69 2.89
40 H 2.06 -2.98 1.32
41 H 1.44 -5.12 2.44
42 H 0.55 -4.91 0.93
43 H -0.51 -4.28 3.72
44 H -0.97 -5.67 2.74
45 H -1.89 -4.16 1.00
46 H -2.66 -3.84 2.55
47 H -1.21 -1.88 2.92
48 H -3.09 2.18 1.95
49 H -3.40 1.56 0.29
50 H -0.85 4.81 -0.46

These are the Löwdin partial charges, in e, on atoms 1 to 8: 0.126, -0.090, -0.261, -0.296, 1.024, -0.366, -0.236, -0.327

---

<B>
This record from the Open Molecules 2025 dataset describes the molecule C19H26O4S. The level of theory is ωB97M-V/def2-TZVPD.

As for the LUMO energy: 0.79 eV. The frontier orbital gap is 9.469 eV. The multiplicity is 1. The molar mass is 350.48 g mol⁻¹.

Atoms and positions in Å:
1 C 2.42 -4.57 3.42
2 C 1.94 -3.56 3.83
3 C 1.39 -2.28 4.25
4 O 1.56 -1.29 3.26
5 S 0.22 -0.94 2.34
6 O -0.92 -1.08 3.21
7 O 0.13 -2.35 1.46
8 C 1.22 -2.53 0.59
9 C 1.14 -3.94 -0.01
10 C 2.27 -4.14 -1.01
11 C 2.21 -3.09 -2.12
12 C 2.29 -1.69 -1.52
13 C 1.18 -1.47 -0.51
14 O 1.34 -0.19 0.11
15 C 0.39 0.76 -0.15
16 C -0.97 0.54 0.05
17 C -1.88 1.55 -0.21
18 C -1.47 2.80 -0.67
19 C -0.11 3.01 -0.84
20 C 0.81 2.01 -0.58
21 H 1.87 2.18 -0.72
22 H 0.26 3.95 -1.20
23 C -2.47 3.89 -1.05
24 C -1.96 5.27 -0.63
25 H -2.73 6.02 -0.80
26 H -1.70 5.28 0.43
27 H -1.09 5.57 -1.20
28 C -3.84 3.68 -0.39
29 H -3.73 3.59 0.69
30 H -4.48 4.53 -0.60
31 H -4.33 2.79 -0.77
32 C -2.64 3.85 -2.57
33 H -3.01 2.87 -2.88
34 H -1.69 4.03 -3.07
35 H -3.35 4.61 -2.89
36 H -2.92 1.34 -0.05
37 H -1.32 -0.42 0.40
38 H 0.20 -1.52 -1.01
39 H 3.25 -1.56 -1.01
40 H 2.22 -0.93 -2.31
41 H 3.03 -3.24 -2.82
42 H 1.27 -3.20 -2.66
43 H 3.23 -4.07 -0.49
44 H 2.20 -5.14 -1.44
45 H 0.18 -4.05 -0.50
46 H 1.20 -4.66 0.80
47 H 2.15 -2.41 1.15
48 H 0.31 -2.38 4.45
49 H 1.89 -1.94 5.16
50 H 2.84 -5.48 3.10

These are the Löwdin partial charges, in e, on atoms 1 to 8: 0.125, -0.094, -0.262, -0.307, 1.010, -0.367, -0.242, -0.351

---

Here are the energies relative to the best structure, in kJ/mol: <A> 24.9; <B> 0.0.